Entry 1:
ORCA calculation (ωB97M-V with the def2-TZVPD basis set) on one molecule with the formula CH3NO2.

Results
E in eV: -6667.82244
SMILES: C[N+](=O)[O-]
Kohn-Sham gap in eV: 11.476

The geometry in XYZ format:
```
7
Properties=species:S:1:pos:R:3:forces:R:3:nbo_charge:R:1
C -0.476553 0.311755 0.311985 0.142 0.330 0.547 -0.49
N 0.593777 -0.446999 -0.383601 0.283 0.086 -0.636 0.53
O 0.312063 -0.902165 -1.480540 0.086 0.021 0.566 -0.38
O 1.696043 -0.485499 0.131765 -0.459 -0.112 -0.067 -0.37
H -1.398914 -0.255478 0.327197 0.017 -0.093 -0.260 0.23
H -0.586472 1.249727 -0.227990 -0.128 -0.126 -0.114 0.24
H -0.139941 0.528658 1.321187 0.058 -0.107 -0.036 0.23
```
Positions in Å, forces in eV/Å.



Entry 2:
ORCA calculation (ωB97M-V with the def2-TZVPD basis set) on C8H10BN3OS as an isolated structure at a distorted geometry.

Results
E in eV: -26488.64296
Kohn-Sham gap in eV: 8.401

The geometry in XYZ format:
```
24
Properties=species:S:1:pos:R:3:forces:R:3:nbo_charge:R:1
C 1.675890 -1.638771 2.404487 0.489 -0.019 -0.386 -1.01
B 1.512334 -0.822579 1.040542 0.530 -0.077 0.442 1.01
O 2.718497 -0.474966 0.414792 -0.711 -0.957 -0.056 -0.90
C 0.118659 -0.451873 0.397270 -0.299 0.397 -0.573 -0.40
C -0.975137 -1.163637 0.812419 -0.099 -0.365 0.457 -0.15
C -2.271561 -0.928946 0.260467 -0.262 0.614 -0.763 0.13
N -3.442022 -1.534218 0.511200 0.149 0.228 -0.209 -0.61
S -4.528153 -0.853912 -0.467018 0.118 0.197 -0.118 0.92
N -3.625946 0.248990 -1.273874 -0.141 -1.215 1.193 -0.59
C -2.404220 0.082284 -0.752802 0.697 0.680 -0.508 0.09
C -1.274515 0.858379 -1.191191 -0.707 -0.680 0.416 -0.22
C -0.067626 0.592491 -0.634302 0.873 0.277 -0.103 0.01
C 1.135253 1.417084 -1.137484 -0.330 0.431 0.371 -0.24
N 0.677030 2.560641 -1.942676 -0.098 -0.473 -0.181 -0.85
H 1.602517 -0.995590 3.295955 -0.298 -0.309 -0.195 0.25
H 0.997069 -2.504797 2.461138 -0.011 0.498 0.263 0.23
H 2.694840 -2.065190 2.417830 -0.337 0.245 0.009 0.24
H 2.666133 -0.812210 -0.491507 0.203 0.697 -0.060 0.49
H -0.864047 -1.928790 1.583015 -0.121 0.211 -0.246 0.22
H -1.455488 1.594716 -1.971318 0.332 -0.145 0.253 0.25
H 1.719414 1.825631 -0.292975 -0.030 -0.789 -0.127 0.19
H 1.768025 0.748744 -1.744192 -0.064 0.471 0.129 0.19
H 0.171317 3.193089 -1.330482 0.148 0.108 -0.194 0.36
H 1.451738 3.053430 -2.369294 -0.031 -0.027 0.188 0.37
```
Positions in Å, forces in eV/Å.



Entry 3:
ORCA calculation (ωB97M-V with the def2-TZVPD basis set) on one molecule with the formula C4H8.

Results
E in eV: -4276.87297
SMILES: C1CCC1
Kohn-Sham gap in eV: 12.134

The geometry in XYZ format:
```
12
Properties=species:S:1:pos:R:3:forces:R:3:nbo_charge:R:1
C 0.696063 0.056996 0.841543 0.071 -0.015 0.141 -0.40
C 0.587883 0.735294 -0.543986 0.118 0.140 -0.129 -0.40
C -0.792517 0.066483 -0.750912 -0.095 0.043 -0.115 -0.40
C -0.497503 -0.850948 0.458180 -0.079 -0.193 0.112 -0.40
H 1.640865 -0.448198 1.068866 -0.171 0.110 -0.029 0.20
H 0.463620 0.736821 1.668299 0.005 -0.098 -0.160 0.20
H 1.338099 0.361666 -1.247300 -0.094 0.049 0.088 0.20
H 0.613589 1.828683 -0.560799 0.012 -0.156 -0.014 0.20
H -0.956023 -0.428530 -1.713965 0.008 0.097 0.176 0.20
H -1.627081 0.752449 -0.571810 0.147 -0.102 0.009 0.20
H -0.174490 -1.849880 0.150150 -0.039 0.125 0.038 0.20
H -1.292506 -0.960836 1.201734 0.116 0.000 -0.115 0.20
```
Positions in Å, forces in eV/Å.



Entry 4:
ORCA calculation (ωB97M-V with the def2-TZVPD basis set) on a 2-piece molecular cluster, C10H19NO3Si overall at a distorted geometry.

Results
E in eV: -26182.08906
Kohn-Sham gap in eV: 4.566

The geometry in XYZ format:
```
34
Properties=species:S:1:pos:R:3:forces:R:3:nbo_charge:R:1
C 3.856709 -3.187608 -1.699571 -0.882 0.456 1.534 -0.14
C 3.916821 -2.230154 -0.933129 0.032 0.412 -0.268 -0.12
C 3.696094 -1.014614 0.050571 -0.522 -2.405 -0.507 0.20
N 3.920511 0.357938 -0.587138 -1.238 1.460 0.162 -0.56
C 2.576321 1.073230 -0.413673 -2.332 -1.682 1.249 -0.28
C 1.653373 -0.241967 -0.612024 1.351 1.826 -1.039 -0.32
Si -0.250851 0.021417 -0.560877 -2.883 -0.323 0.953 1.57
C -0.734849 1.511411 -1.697113 0.819 0.056 0.031 -1.09
C -1.159581 -1.578008 -1.174978 0.931 0.598 0.005 -1.09
C -0.773296 0.343132 1.261451 0.778 0.371 -0.629 -1.12
O 2.288587 -1.087792 0.395344 1.573 1.054 -1.360 -0.47
H 3.533537 -4.163846 -2.164129 0.936 1.774 0.497 0.28
H 4.377493 -0.973354 0.950390 -1.007 -0.742 -0.867 0.24
H 4.028137 0.379510 -1.611916 0.902 -0.363 0.613 0.46
H 4.556658 0.936749 -0.018907 0.499 -0.631 -0.968 0.45
H 2.444033 1.245466 0.705886 0.390 0.566 -1.611 0.25
H 2.406443 1.945016 -1.108989 0.499 -1.037 0.869 0.26
H 1.914900 -0.535738 -1.686824 -0.293 -0.412 1.190 0.19
H -1.159328 2.339874 -1.038016 0.525 -1.050 -1.048 0.28
H 0.217652 1.849116 -2.220195 -1.201 0.043 0.393 0.19
H -1.476615 1.198534 -2.490477 0.785 0.414 1.027 0.27
H -1.677209 -2.021603 -0.269837 0.486 0.362 -1.297 0.28
H -1.893112 -1.234031 -1.973263 0.848 -0.788 1.061 0.26
H -0.338722 -2.244232 -1.595717 -1.359 0.359 0.338 0.21
H -0.090526 -0.301733 1.896649 -0.971 0.798 -0.330 0.22
H -0.584817 1.450854 1.440547 -0.270 -1.312 0.218 0.22
H -1.876304 0.097452 1.392321 1.162 0.167 -0.090 0.34
C -5.022513 1.079423 2.805286 -0.234 0.322 0.267 -0.73
C -4.414616 0.571628 1.496494 -0.206 0.225 -0.050 0.76
O -4.380340 1.400466 0.554948 0.407 -0.396 -0.088 -0.79
O -4.018249 -0.622477 1.522004 0.394 0.138 -0.307 -0.81
H -5.344702 2.118995 2.716331 0.032 -0.063 -0.043 0.20
H -5.889204 0.469987 3.072616 0.123 -0.063 0.077 0.20
H -4.283344 1.013160 3.607997 -0.073 -0.133 0.017 0.20
```
Positions in Å, forces in eV/Å.